Formula: C32H45N4O17Y
Source: OMol25
Level of theory: ωB97M-V with the def2-TZVPD basis set

Structure (XYZ):
```
99
Properties=species:S:1:pos:R:3:mulliken_charge:R:1
H -1.4877 -5.9485 1.2359 0.33
H -2.5001 -1.9215 2.1354 0.19
C -0.0113 -0.7632 6.5261 0.08
C 3.8399 3.5356 -0.2015 0.32
H 1.1734 -2.3367 5.0140 0.34
H 5.1568 2.7335 -1.3293 0.34
C 0.1564 -4.0882 -0.0790 -1.02
O 3.0803 2.5444 -2.2160 -0.72
H 1.7614 1.2005 -6.9345 0.36
H -2.1976 3.5751 -3.1813 0.36
H -0.3376 -2.7985 4.2313 0.23
C -3.8610 -2.1255 0.3892 0.37
O 7.9676 1.1253 0.1822 -0.59
H 4.3534 4.5202 1.5671 0.53
H -3.9906 2.9227 0.0585 0.29
H 0.5794 3.7152 -5.4633 0.34
C 6.3010 1.2237 1.8797 0.34
C 5.1143 0.7618 2.2888 -0.78
C -4.4580 -2.1770 2.7285 0.68
O 0.7633 -1.4368 7.1442 -0.54
O 4.2730 -1.6530 -0.3741 -0.61
C 2.7696 3.0612 -1.1683 1.17
H -2.7309 2.0256 -3.8223 0.15
C -6.2459 -2.5207 0.9721 -0.69
C -0.0052 1.1669 -4.2413 0.62
N 0.7710 1.6794 -5.1689 0.18
O 6.9398 2.1850 2.5400 -0.54
H -3.8852 3.3339 -3.6728 0.38
C 6.9279 0.6764 0.6255 0.72
H -4.6718 3.9258 -1.2038 0.35
H 6.7002 -0.7843 -0.9584 0.43
H -4.8776 -2.5193 4.5394 0.35
H -7.1988 -2.9581 0.7031 0.46
H 0.5730 2.9758 -1.4004 0.27
O -0.8536 0.2654 -4.4129 -0.84
C -5.9130 -2.3808 2.4004 0.50
O -5.5577 -2.5965 -1.2547 -0.65
C 4.3618 -0.2405 1.5613 0.94
H -0.1082 4.7316 1.5553 0.36
C 1.0963 3.9724 0.3509 0.20
C 1.2725 3.0329 -4.9589 -0.65
H 1.0349 0.4940 -1.1472 -0.75
C 1.3905 3.2886 -0.7583 -0.75
C 0.7525 1.1893 -6.5224 -0.99
C -5.2852 -2.4189 0.0513 -0.02
C -3.0224 2.8643 -3.1938 -0.97
O -4.1431 -2.1786 3.9990 -0.48
C 4.9858 -0.7673 0.3072 0.50
H -2.9735 4.1087 -0.7847 0.33
H 0.1373 1.6552 -3.2728 0.12
H -0.9496 0.3438 0.5586 0.29
C -3.4166 1.1111 -1.6039 0.33
H -3.7682 0.9052 -0.5891 0.25
H 0.3145 0.2017 -6.6075 0.29
H -0.1685 -3.4840 0.7650 0.24
H -4.7266 -2.5589 -1.7415 0.28
H -1.8049 -6.8556 -0.2719 0.32
C -3.5197 -2.0010 1.7833 -0.52
H 1.3345 3.2344 -3.8961 0.02
H 2.2368 3.2198 -5.4261 0.31
H 7.8760 2.1841 2.2823 0.33
H 0.1693 1.8350 -7.1917 0.36
H -0.8428 0.7572 4.0185 0.27
N -0.8722 -4.9929 -0.5413 0.23
H 0.7124 -1.5388 3.4923 0.22
O -0.3952 -0.8663 -1.7437 -0.43
N -3.4310 2.3772 -1.8986 0.17
C -1.2896 -0.0919 4.5489 -0.43
H -2.0892 0.2821 5.1859 0.39
H -0.1993 -6.7721 0.3538 0.33
C 2.1669 4.4822 1.2883 0.81
H 4.6947 1.1650 3.2035 0.48
O 5.0840 3.3863 -0.6160 -0.52
O -2.9824 -2.0944 -0.4702 0.10
C -3.7736 3.3801 -0.9050 -0.87
C -0.0197 -0.2390 0.5508 -0.03
Y -1.8553 -1.6318 -3.2033 1.80
H 3.3949 -1.7457 0.0223 0.18
H 0.6893 0.3051 1.1781 0.53
N -0.3390 -0.9596 5.2139 0.15
O -6.7382 -2.3932 3.2711 -0.52
H 1.4078 -1.1322 -0.7230 -0.01
O -3.0670 0.1856 -2.3707 -0.62
H 1.0111 -4.6883 0.2457 0.44
H -0.2844 -1.1804 1.0394 -0.73
C 3.5465 4.1794 0.9297 -0.85
O -0.1318 4.3273 0.6668 -0.56
C 6.2030 -0.3932 -0.0814 -0.86
O 1.8274 5.1407 2.2339 -0.59
O 3.2792 -0.6568 1.9124 -0.58
C -1.1141 -6.1881 0.2419 -0.86
H 0.5462 -3.4681 -0.8806 0.21
H -0.5192 0.1095 6.9699 0.32
H -2.3021 -5.4830 -1.8744 0.43
C 0.3394 -1.9573 4.4288 -0.79
O -1.3334 -3.7388 -2.3659 -0.82
C -1.5690 -4.7187 -1.6053 0.21
H -1.7954 -0.7100 3.8013 -0.18
C 0.5472 -0.4489 -0.8443 0.91
```

Summary:
HOMO level in eV: -12.579
Frontier orbital gap in eV: 6.01
Total charge: +2
Calculated total energy in Ha: -2782.3785
ΔE to the lowest compared entry with this formula, charge and spin in kcal per mole: 0.0
Multiplicity: 1

Formula: C32H45N5O2ReSbSi3
Source: OMol25
Level of theory: ωB97M-V with the def2-TZVPD basis set

Structure (XYZ):
```
89
Properties=species:S:1:pos:R:3:mulliken_charge:R:1
C 3.2304 -1.6629 -2.1539 0.73
H -1.5241 3.6272 -3.7470 0.55
H 1.1381 2.2434 -1.5739 0.79
H 0.1808 5.0389 2.4754 0.46
H -3.2061 -2.6776 -4.9175 0.50
H -4.5082 2.1517 0.9696 0.28
C 2.0059 1.7779 -2.0147 -0.66
H -0.7089 2.1949 3.9718 0.39
C -2.4421 -2.8037 -2.9126 -0.94
C -2.4126 -0.4467 3.2328 -0.74
C 2.2134 2.6226 1.2606 -0.86
H -0.5028 -3.6393 2.7688 0.50
H -3.5183 -1.9988 0.8265 0.32
H -4.8530 1.5407 2.5833 0.47
N 2.1555 -2.1879 -1.5283 0.30
H 2.9715 -0.6197 2.8065 0.46
N -0.4661 -2.2117 0.0583 1.56
H -0.2304 3.8027 -2.5774 0.30
H 3.0743 -5.4084 -1.4108 0.48
H -1.9845 0.2939 3.9044 0.32
C -3.8914 -0.9986 0.6036 -0.98
C 0.8728 -1.8705 1.7755 1.07
H -1.9479 -3.6247 -0.2762 0.53
H 1.0263 2.3868 4.1792 0.46
C -1.6085 -1.2851 -4.5677 -0.96
C 4.2500 -3.8225 -2.2814 -0.63
H 5.0752 -4.4570 -2.5761 0.49
Sb -0.9781 1.2133 0.2064 -0.75
H -3.1090 -3.5961 -2.6004 0.60
H -3.1025 0.5044 -2.6503 0.03
C 2.1210 -3.5034 -1.2726 -0.03
C -0.7077 -0.8116 -3.6299 -0.10
H -3.4917 2.6288 2.3427 0.33
H -3.5426 4.6212 -1.5884 0.40
O 1.4395 -0.9521 0.9913 -0.48
O -0.2342 -3.7622 3.6943 -0.62
H 0.0000 -0.0300 -3.8731 0.45
C 0.8110 -2.9893 3.9897 0.43
H 4.8015 2.4105 -3.7783 0.48
C 0.2588 1.9501 3.5333 -0.92
C -1.3641 -2.7967 -0.6612 -0.95
H 2.3714 3.1636 0.3268 0.28
H -4.2756 1.2556 -1.5597 0.32
H -0.4623 2.2614 -3.4291 0.16
C -3.5062 1.4594 -2.3060 -0.69
H -0.0812 4.8563 0.7426 0.32
H -3.9999 1.9377 -3.1563 0.48
C 1.3942 -2.0650 3.0872 0.28
H 2.8336 3.1093 2.0191 0.53
Si 0.4442 2.6989 1.8439 0.60
C -0.9758 3.1022 -2.9596 -0.93
H 5.1545 -2.0345 -3.0311 0.48
C 4.0420 1.8634 -3.2357 -0.96
C 1.3425 -3.1145 5.2760 -0.76
C -1.5177 -2.2930 -2.0232 1.10
C 2.4283 -2.3622 5.6509 -0.43
H 0.8814 -3.8224 5.9505 0.52
N 2.1111 0.4457 -1.8474 0.12
Si -2.1995 2.6092 -1.6372 0.50
C 3.1853 -0.2003 -2.3724 1.04
H 2.5757 1.5977 1.1531 0.13
H 0.3914 0.8676 3.5517 0.15
H -1.6942 -1.2534 3.0933 0.01
H 2.8309 -2.4786 6.6486 0.43
H 3.8933 -0.8807 5.0754 0.48
H -4.9497 -0.9890 0.8797 0.51
C -2.9170 4.1228 -0.8415 -1.07
C 3.0317 -1.4525 4.7626 -1.03
C 2.9431 2.5172 -2.7028 -1.15
H -3.2881 -0.8731 3.7335 0.48
C -0.2804 4.4028 1.7146 -1.17
H 5.0093 -0.0280 -3.4823 0.51
C 2.5210 -1.3102 3.5056 -0.26
H -1.6086 -0.8686 -5.5650 0.53
H -3.5457 3.9094 0.0212 0.30
C -4.0453 1.8028 1.8931 -1.07
H -2.1449 4.8296 -0.5384 0.31
N -0.6609 -1.2926 -2.3810 0.26
H -3.8376 -0.8160 -0.4698 0.19
N -0.1494 -2.5913 1.3173 -1.54
Re 0.6600 -0.7343 -0.7996 0.58
C 4.1595 0.4913 -3.0665 -0.74
Si -3.0055 0.2858 1.6352 0.36
H 2.8105 3.5843 -2.8120 0.57
C 3.1452 -4.3542 -1.6370 -1.00
C 4.2924 -2.4598 -2.5403 -1.05
H 1.2497 -3.8800 -0.7544 0.49
H -1.3571 4.4176 1.8887 0.30
C -2.4907 -2.2899 -4.2044 -0.58
```

Summary:
Expectation value of S²: 3.7900
HOMO level (alpha / beta) in eV: -15.463 / -15.449
Frontier orbital gap (alpha / beta) in eV: 6.17 / 5.02
Total charge: +3
Calculated total energy in Ha: -2856.9304
ΔE to the lowest compared entry with this formula, charge and spin in kcal per mole: 0.0
Multiplicity: 4

Formula: C32H46AsBF2MnN7Si2
Source: OMol25
Level of theory: ωB97M-V with the def2-TZVPD basis set

Structure (XYZ):
```
92
Properties=species:S:1:pos:R:3:mulliken_charge:R:1
C -2.4794 2.1307 1.7809 0.62
H -4.3600 2.6072 -3.1283 0.23
C -1.2212 -2.7059 0.9956 -0.24
C -2.9926 0.9669 -3.3099 0.90
H -4.5521 -1.5075 2.4178 0.54
H 2.1861 1.3688 1.6103 -0.42
H -3.9103 5.5566 0.1760 0.42
B -1.6644 2.5376 -1.7374 -0.64
N -1.6735 -1.4668 0.6741 1.58
C 0.6237 3.7351 -1.7247 0.72
C -2.9375 3.6743 0.2652 1.13
H -2.1862 -2.9070 -1.9562 0.18
H -0.5270 -2.4203 -2.3402 -0.17
H 5.4972 0.9576 -0.2566 0.48
H 5.3848 -1.6239 0.8205 0.36
N -2.0573 1.2039 -2.3768 0.35
C 2.2755 -3.4837 2.7910 -0.97
F -1.5456 -5.1999 -0.0861 -0.38
H -3.5480 3.9949 2.3584 0.53
C 3.5676 -0.7431 3.3416 -1.08
C -2.3159 1.3405 3.0368 -1.21
C 4.4625 1.0456 0.0861 -1.22
C 4.8107 -1.9023 -0.0649 -1.31
C 1.0582 -2.6821 -0.1955 -0.30
H -1.4365 -4.4356 2.2219 0.52
C 1.3641 2.6555 0.0590 0.25
H 0.6080 -0.0594 4.0867 0.29
F 2.3832 -5.0645 -2.5607 -0.36
C -3.0789 3.3820 1.6091 -1.90
C 1.5638 -4.5155 -1.6582 -0.08
Si 2.0167 -1.6413 2.8308 0.33
C -3.3653 4.8886 -0.4873 -1.27
H -3.5535 -3.6570 3.2577 0.49
H 1.1277 2.6611 2.1583 0.27
Si 3.6108 -0.5170 -0.4687 0.96
H -1.5650 0.5585 2.9108 -0.06
H -3.5888 -0.9149 -4.2937 0.52
H -2.5060 5.4292 -0.8847 0.22
H 1.1711 5.4131 -2.8990 0.46
H 3.7702 -0.9565 4.3937 0.44
H -1.9993 1.9863 3.8553 0.44
N -1.4403 0.0444 -2.0152 0.44
H -0.5683 5.2621 -2.6431 0.22
H -0.3647 -1.4423 3.5671 0.11
C -1.5647 -2.3476 -2.6587 -0.87
N -2.2962 2.6452 -0.3172 0.57
C -2.8688 -1.1082 1.1677 -0.70
H -3.2311 2.7527 -4.4710 0.26
C 1.5950 3.7784 -0.7429 -1.32
H 1.3297 -4.0248 2.7430 0.21
C 1.8902 -3.2790 -1.1327 -0.47
H 3.4649 0.3383 3.2425 0.30
H 2.7930 -2.8146 -1.4914 0.64
H -3.2385 -0.1508 0.8330 0.74
C -3.5953 -1.8668 2.0684 -1.19
C -0.3944 -4.5671 -0.3768 0.75
H 5.5189 -1.9933 -0.8929 0.45
H -3.2502 0.8648 3.3401 0.30
C -1.9978 -0.9251 -2.7473 0.53
H 4.4901 1.1765 1.1656 0.28
H 0.1679 -6.1559 -1.7065 0.53
C -1.8607 -3.4804 1.9519 -0.02
H 4.3799 -2.8841 0.1111 0.37
H 2.3364 4.5441 -0.5954 0.56
C 0.4278 -5.1955 -1.2879 -0.90
Mn -0.5878 0.1883 -0.0456 -0.52
C -0.1326 -3.3166 0.1852 -0.46
N -2.0124 1.6923 0.6136 0.49
N 0.3673 1.9407 -0.4533 1.09
H 4.0309 1.9367 -0.3670 0.32
H -4.0125 4.6338 -1.3259 0.21
C 0.3499 4.7038 -2.8237 -1.54
H 2.1250 -0.7556 -2.4739 0.28
H 2.7679 3.0317 1.6247 0.48
H -1.6586 -2.8268 -3.6323 0.53
H -4.5736 1.6093 -4.5686 0.39
C -2.9828 -0.3896 -3.5767 -1.71
H 3.1511 0.6663 -2.5727 0.36
H -2.0320 3.4487 -2.4151 -0.13
C -3.0508 -3.0536 2.5146 -1.14
C -3.8343 2.0463 -3.9007 -1.35
C 3.1329 -0.3845 -2.2774 -1.27
H 3.8230 -0.9281 -2.9251 0.50
H 0.7473 -1.6040 4.9279 0.54
H 2.8758 -3.7854 1.9320 0.26
C 0.6121 -1.1423 3.9469 -0.93
H 4.4370 -1.0611 2.7662 0.24
As 1.4968 -0.9406 0.6058 0.61
H 0.2430 4.1933 -3.7797 0.30
C 1.9005 2.4040 1.4301 -0.80
N -0.1234 2.6291 -1.5253 0.37
H 2.7997 -3.7969 3.6962 0.49
```

Summary:
Expectation value of S²: 3.7723
HOMO level (alpha / beta) in eV: -11.063 / -10.417
Frontier orbital gap (alpha / beta) in eV: 8.53 / 7.71
Total charge: +1
Calculated total energy in Ha: -5820.6544
Multiplicity: 4